{"formula": "C6H15ClLi3NO2", "method": "ωB97M-V/def2-TZVPD", "elements": ["Li", "Li", "Li", "Cl", "C", "O", "C", "C", "N", "C", "C", "O", "C", "H", "H", "H", "H", "H", "H", "H", "H", "H", "H", "H", "H", "H", "H", "H"], "positions_angstrom": [[17.523031, -21.498051, 6.133405], [21.365204, -22.592165, 5.861237], [19.441189, -19.143027, 7.020633], [19.597402, -21.706923, 7.096484], [19.970990, -17.813303, 12.543983], [19.735322, -18.468514, 11.289385], [18.387311, -18.849124, 11.106918], [18.332485, -19.380203, 9.698487], [18.821454, -18.332635, 8.746999], [17.737530, -17.361368, 8.378643], [18.287721, -15.959058, 8.326904], [18.866574, -15.730208, 9.570400], [19.197508, -14.355934, 9.808967], [19.724068, -16.754351, 12.451399], [21.031247, -17.920333, 12.749043], [19.384850, -18.270413, 13.339958], [17.723940, -17.977580, 11.236913], [18.088387, -19.582369, 11.863090], [17.333208, -19.697653, 9.395981], [19.010109, -20.235507, 9.638059], [19.485562, -17.777958, 9.295332], [16.988724, -17.364613, 9.176243], [17.259054, -17.600403, 7.424114], [17.469529, -15.265687, 8.091157], [19.025565, -15.858495, 7.507529], [18.305909, -13.787215, 10.068824], [19.678428, -13.912021, 8.932001], [19.920572, -14.337666, 10.619185]], "atomic_forces_ev_per_a": [[-0.0613, -0.4958, 0.1350], [-0.0248, -0.0883, 0.1947], [0.3855, 0.1454, 0.7528], [-0.2251, 0.5412, -0.6805], [0.0592, 0.0084, -0.5217], [-0.0707, -0.1375, 0.3081], [-0.0191, 0.5294, 0.4473], [0.3499, 0.0608, -0.3441], [-0.5106, -0.0196, -0.7399], [0.1583, -0.1328, 0.7198], [-0.0549, 0.0519, -0.6126], [0.2158, 0.3891, 0.2436], [0.2549, -0.1922, -0.1725], [-0.0925, 0.0185, 0.1094], [0.0176, 0.0142, 0.1016], [0.0155, -0.0394, 0.0659], [0.0815, -0.0800, -0.1099], [-0.0238, -0.1842, -0.1816], [-0.0671, 0.0015, 0.1192], [-0.0823, -0.0209, 0.0068], [0.1161, -0.1561, -0.0391], [-0.1797, -0.0938, -0.2304], [-0.0521, -0.1850, -0.0021], [0.0457, 0.0120, 0.1432], [0.0176, 0.0603, 0.1623], [-0.0315, 0.0287, 0.0215], [-0.0898, -0.0393, -0.0216], [-0.1323, 0.0034, 0.1248]], "nbo_charge": [0.976, 0.984, 0.935, -0.925, -0.250, -0.566, -0.090, -0.246, -0.792, -0.252, -0.074, -0.560, -0.252, 0.183, 0.208, 0.185, 0.181, 0.199, 0.193, 0.203, 0.435, 0.216, 0.170, 0.201, 0.156, 0.192, 0.181, 0.209], "energy_ev": -25175.694, "homo_lumo_gap_ev": 7.0, "e_above_lowest_kj_mol": 0.0, "total_charge": 2}